a | # C5H9NO

A structure of composition C5H9NO (the ωB97M-V functional and the def2-TZVPD basis, the Open Molecules 2025 dataset).

Cartesian coordinates (Å):
1 H -1.773 -1.937 -1.392
2 C -0.953 -1.265 -0.946
3 H -1.273 2.731 -1.193
4 C 0.072 -0.037 0.217
5 O -1.349 1.852 -0.581
6 H 2.015 -0.399 1.526
7 C -0.283 1.669 0.345
8 N -1.179 -0.724 0.195
9 C 1.020 -0.739 1.226
10 H 0.659 -0.997 2.263
11 H 1.049 -1.729 0.738
12 H 1.358 -1.507 -0.860
13 C 0.376 -0.813 -1.185
14 H 0.708 2.356 0.434
15 H -0.884 1.757 1.268
16 H 0.437 -0.219 -2.056

Calculated values
Kohn-Sham gap (alpha / beta)   5.8155 / 7.4889 eV
Total charge   0
Multiplicity   3
HOMO energy (alpha / beta)   -5.04 / -9.64 eV

b | # C5H9NO

A cluster of 2 separate species, C5H9NO in total (the ωB97M-V functional and the def2-TZVPD basis, the Open Molecules 2025 dataset).

Cartesian coordinates (Å):
1 N 1.899 -0.345 0.158
2 O 3.502 1.269 -0.291
3 C -1.500 -0.252 -0.438
4 H 0.286 -1.611 -0.114
5 C 1.400 -1.678 0.061
6 C -0.614 1.798 0.443
7 H 0.262 2.363 0.867
8 C 2.815 0.386 -0.049
9 H -1.152 1.538 1.339
10 H 1.480 -2.191 0.974
11 H -2.278 -0.116 0.320
12 H -1.194 2.571 -0.036
13 H 1.895 -2.135 -0.799
14 H -1.589 -1.129 -1.210
15 H -0.001 0.782 -1.351
16 C -0.618 0.702 -0.532

Calculated values
Kohn-Sham gap (alpha / beta)   5.7439 / 8.1379 eV
Total charge   0
Multiplicity   3
HOMO energy (alpha / beta)   -4.98 / -10.16 eV

Q: What are the energies relative to the best structure? A: a 0.0885; b 0.0000, in hartree.

a | # C5H6N4

A structure of composition C5H6N4 (the ωB97M-V functional and the def2-TZVPD basis, the Open Molecules 2025 dataset).

Cartesian coordinates (Å):
1 C -2.074 0.195 0.683
2 C -1.614 -1.063 0.407
3 C 0.726 0.350 -0.315
4 N -0.636 -1.592 -0.479
5 C 2.735 -0.275 0.571
6 H 2.760 -0.153 1.753
7 N -1.530 1.527 0.005
8 C -0.410 1.333 -0.565
9 H 2.003 -1.349 0.252
10 H 0.006 2.155 -1.090
11 H 3.686 0.014 -0.065
12 N 0.468 -1.051 -0.714
13 N 1.836 0.793 0.190
14 H -2.497 -1.826 0.538
15 H -3.101 0.183 0.926

Calculated values
Kohn-Sham gap   8.2941 eV
Total charge   0
HOMO energy   -9.33 eV

b | # C5H6N4

An isolated molecule of C5H6N4 (the ωB97M-V functional and the def2-TZVPD basis, the Open Molecules 2025 dataset).

Cartesian coordinates (Å):
1 H -0.441 2.651 1.325
2 N -0.888 -0.552 1.109
3 H -1.813 -0.888 1.341
4 C -0.757 0.654 0.211
5 N 1.608 0.046 0.061
6 H 0.501 0.607 1.765
7 C 0.709 0.941 0.673
8 C -0.143 2.070 0.346
9 H 0.039 -2.625 0.661
10 C -1.064 0.094 -1.173
11 N 1.400 -1.332 0.037
12 H 0.021 2.580 -0.715
13 C 0.135 -1.605 0.564
14 H 1.964 0.319 -0.917
15 N -1.199 -0.385 -2.234

Calculated values
Kohn-Sham gap   8.9533 eV
Total charge   0
SMILES   N#C[C@@]12C[C@@H]1NN=CN2
HOMO energy   -8.27 eV

Q: What are the energies relative to the best structure? A: a 0.0000; b 0.0132, in hartree.